[1]
A structure of composition C41H27CuF9N5O9PS2 at a distorted geometry, computed with wB97M-V/def2-TZVPD.

Output
LUMO energy (alpha / beta): 3.94 / 3.93 eV
highest occupied orbital energy (alpha / beta): -2.721 / -2.705 eV
energy relative to the best compared isomer or geometry (same formula, charge and spin): 10.8 kcal per mole
charge: -2
⟨S²⟩: 0.75
multiplicity: 2

Positions of all 95 atoms, in Å:
Cu: -0.0773 0.6994 -1.9156
O: -4.2273 -3.2444 -4.0254
C: -3.4124 -2.2238 -3.6544
C: -3.8580 -1.1633 -2.8849
C: -2.9571 -0.2068 -2.4429
N: -1.6496 -0.2728 -2.7735
C: -1.2461 -1.2485 -3.6070
C: -2.0855 -2.2480 -4.0509
C: 0.2435 -1.2828 -3.9750
O: 0.5907 -2.0605 -4.8637
O: 0.9654 -0.5220 -3.2702
C: -3.5158 0.8485 -1.4630
O: -4.5921 1.3613 -1.7668
O: -2.8323 1.0295 -0.4299
H: -5.0818 -3.1381 -3.5945
H: -4.8968 -1.0684 -2.5911
H: -1.6860 -3.0388 -4.6693
N: 6.1998 3.3695 3.0703
C: 5.0489 3.6978 2.3436
C: 3.8341 3.0837 2.6508
C: 2.6781 3.4679 2.0010
C: 2.7124 4.4696 1.0447
C: 3.9145 5.0698 0.7179
C: 5.0828 4.6816 1.3567
S: 1.1933 5.0394 0.2957
O: 0.3276 5.4518 1.3831
O: 1.5663 6.0778 -0.6425
N: 0.6658 3.7006 -0.4006
C: -0.2493 3.7116 -1.3556
S: -1.0158 5.2113 -1.9244
C: -1.9649 4.3049 -3.0579
C: -1.6632 3.0012 -2.9611
N: -0.7220 2.6514 -2.0228
H: 6.1596 2.4655 3.5125
H: 7.0698 3.5297 2.5900
H: 3.7937 2.3051 3.4041
H: 1.7471 2.9766 2.2133
H: 3.9195 5.8394 -0.0439
H: 6.0275 5.1490 1.1012
H: -2.6815 4.7964 -3.6926
H: -2.1068 2.2193 -3.5593
F: 3.4470 -6.1512 1.3789
C: 3.6331 -5.2027 0.4248
F: 3.7858 -5.8660 -0.7412
F: 4.8435 -4.6496 0.7005
C: 2.5317 -4.1993 0.3889
C: 2.0643 -3.7169 -0.8260
C: 1.0699 -2.7537 -0.8349
C: 0.5142 -2.2604 0.3475
C: 1.0136 -2.7465 1.5544
C: 2.0086 -3.7070 1.5787
P: -0.7354 -0.8824 0.0646
C: -1.0226 -0.2295 1.7596
C: -1.3647 -1.0212 2.8526
C: -1.6296 -0.4445 4.0837
C: -1.6035 0.9368 4.2157
C: -1.2975 1.7422 3.1270
C: -0.9821 1.1506 1.9132
C: -1.8971 1.5310 5.5529
F: -0.9370 1.2254 6.4697
F: -3.0569 1.0592 6.0875
F: -2.0004 2.8682 5.5414
C: -2.1655 -2.0806 -0.0424
C: -2.1128 -3.1999 -0.8758
C: -3.1928 -4.0552 -1.0060
C: -4.3613 -3.8048 -0.3002
C: -4.4458 -2.6871 0.5205
C: -3.3640 -1.8332 0.6349
C: -5.5072 -4.7514 -0.4105
F: -5.7911 -5.0834 -1.6961
F: -6.6514 -4.2669 0.1161
F: -5.2727 -5.9298 0.2238
H: 2.4875 -4.0806 -1.7527
H: 0.7548 -2.3362 -1.7832
H: 0.6527 -2.3439 2.4898
H: 2.3890 -4.0800 2.5222
H: -1.4558 -2.0950 2.7467
H: -1.8776 -1.0632 4.9378
H: -1.2981 2.8218 3.2180
H: -0.7115 1.7638 1.0684
H: -1.2199 -3.4094 -1.4470
H: -3.1385 -4.9091 -1.6703
H: -5.3624 -2.4764 1.0547
H: -3.4527 -0.9415 1.2357
O: 1.8202 0.2003 0.7503
C: 2.3160 0.7623 -0.2177
C: 3.8130 1.0425 -0.3317
C: 3.9201 1.9129 -1.5704
C: 2.4921 1.9454 -2.1241
O: 2.1650 2.5358 -3.1287
N: 1.6641 1.2237 -1.3008
H: 4.3196 0.0808 -0.4373
H: 4.1780 1.5213 0.5753
H: 4.5827 1.5056 -2.3340
H: 4.2228 2.9371 -1.3510

Charges obtained by Löwdin population analysis, quoted in units of e:
1. Cu 0.541
2. O 0.063
3. C -0.309
4. C 0.047
5. C -0.157
6. N 0.077
7. C -0.161
8. C 0.053
9. C -0.629
10. O 0.014
11. O -0.052
12. C -0.688
13. O -0.002
14. O -0.048
15. H 0.100
16. H 0.132
17. H 0.129
18. N 0.080
19. C -0.339
20. C -0.045
21. C -0.059
22. C -0.275
23. C -0.067
24. C -0.043
25. S 0.544
26. O -0.337
27. O -0.366
28. N -0.118
29. C -0.658
30. S 1.021
31. C -0.413
32. C -0.255
33. N -0.022
34. H 0.077
35. H 0.075
36. H 0.114
37. H 0.109
38. H 0.109
39. H 0.102
40. H 0.048
41. H 0.104
42. F 0.110
43. C -0.565
44. F 0.119
45. F 0.118
46. C -0.140
47. C 0.011
48. C -0.080
49. C -0.302
50. C -0.055
51. C -0.013
52. P 1.186
53. C -0.333
54. C -0.100
55. C -0.017
56. C -0.133
57. C 0.023
58. C -0.055
59. C -0.565
60. F 0.112
61. F 0.110
62. F 0.135
63. C -0.286
64. C -0.066
65. C -0.018
66. C -0.142
67. C 0.002
68. C -0.063
69. C -0.563
70. F 0.115
71. F 0.120
72. F 0.119
73. H 0.124
74. H 0.084
75. H 0.090
76. H 0.117
77. H 0.108
78. H 0.118
79. H 0.127
80. H 0.094
81. H 0.099
82. H 0.128
83. H 0.118
84. H 0.110
85. O 0.004
86. C -0.490
87. C -0.077
88. C -0.075
89. C -0.499
90. O 0.064
91. N 0.050
92. H 0.117
93. H 0.089
94. H 0.113
95. H 0.106

[2]
A cluster of 2 separate species, C15H38N3O3P2S in total, computed with wB97M-V/def2-TZVPD.

Output
LUMO energy: -4.48 eV
highest occupied orbital energy: -9.833 eV
charge: +1

Positions of all 62 atoms, in Å:
C: -0.4589 -4.2206 -1.1604
C: -1.1190 -3.0359 -1.8690
C: -1.0690 -1.7534 -1.0332
C: -1.4539 -0.4882 -1.8156
C: -2.3300 0.5185 -1.0497
C: -1.9228 0.8485 0.3946
C: -1.0910 2.1344 0.5993
C: -0.0636 2.0122 1.7332
N: 0.4594 3.2869 2.2556
C: 0.1128 4.5333 1.5746
C: 1.1327 1.1039 1.3589
C: 2.1335 1.8567 0.4634
C: 2.3792 1.2428 -0.8990
O: 2.9865 -0.0358 -0.6973
C: 3.1894 -0.8598 -1.7527
C: 3.4931 -0.2058 -3.0697
O: 3.1668 -2.0332 -1.5669
O: 1.8229 0.7083 2.5570
C: 1.7718 -0.6308 3.0228
P: 0.0955 -1.2236 3.5574
N: -0.0342 -2.4260 4.5277
P: 2.6678 -1.8452 1.9580
S: 3.0476 -3.5676 2.7441
H: -0.7728 -4.2709 -0.1104
H: -0.7266 -5.1704 -1.6276
H: 0.6284 -4.1181 -1.1648
H: -0.6280 -2.8547 -2.8326
H: -2.1718 -3.2831 -2.0699
H: -0.0548 -1.6487 -0.6275
H: -1.7391 -1.8753 -0.1729
H: -1.9981 -0.8045 -2.7225
H: -0.5632 0.0257 -2.1964
H: -2.3653 1.4571 -1.6257
H: -3.3606 0.1220 -1.0331
H: -2.8379 0.9553 0.9885
H: -1.3975 -0.0055 0.8283
H: -1.7837 2.9343 0.8807
H: -0.6115 2.4467 -0.3380
H: -0.5905 1.5222 2.5578
H: 0.1958 3.3796 3.2280
H: 0.7368 5.3338 1.9828
H: -0.9349 4.8469 1.6817
H: 0.3424 4.4626 0.5085
H: 0.7772 0.2015 0.8406
H: 3.0767 1.9078 1.0161
H: 1.8131 2.8866 0.2951
H: 1.4269 1.0904 -1.4262
H: 3.0027 1.9038 -1.5114
H: 4.2908 0.5328 -2.9551
H: 2.6156 0.3138 -3.4674
H: 3.8003 -0.9856 -3.7674
H: 2.3378 -0.6480 3.9656
H: -0.4944 -1.4079 2.2866
H: -0.4257 0.0157 3.9729
H: -0.4282 -2.1876 5.4300
H: 3.7558 -1.0657 1.5517
H: 1.8817 -1.8794 0.7998
N: -5.1475 -0.0096 -3.0026
H: -5.1704 0.7300 -2.2957
H: -4.2877 0.0835 -3.5509
H: -5.1451 -0.9199 -2.5346
H: -5.9633 0.0631 -3.6151

Charges obtained by natural (NBO) population analysis, quoted in units of e:
1. C -0.613
2. C -0.385
3. C -0.415
4. C -0.391
5. C -0.383
6. C -0.409
7. C -0.427
8. C -0.050
9. N -0.640
10. C -0.416
11. C 0.093
12. C -0.445
13. C -0.062
14. O -0.543
15. C 0.805
16. C -0.747
17. O -0.550
18. O -0.537
19. C -0.541
20. P 1.338
21. N -1.272
22. P 0.844
23. S -0.515
24. H 0.210
25. H 0.219
26. H 0.228
27. H 0.199
28. H 0.176
29. H 0.217
30. H 0.198
31. H 0.167
32. H 0.210
33. H 0.199
34. H 0.140
35. H 0.211
36. H 0.214
37. H 0.221
38. H 0.197
39. H 0.196
40. H 0.372
41. H 0.218
42. H 0.168
43. H 0.184
44. H 0.176
45. H 0.253
46. H 0.222
47. H 0.157
48. H 0.193
49. H 0.243
50. H 0.229
51. H 0.255
52. H 0.261
53. H -0.112
54. H -0.079
55. H 0.390
56. H -0.019
57. H -0.047
58. N -0.861
59. H 0.466
60. H 0.465
61. H 0.465
62. H 0.460

[3]
A structure of composition C14H14AlCl3F4NO2 at a distorted geometry, computed with wB97M-V/def2-TZVPD.

Output
LUMO energy: 0.96 eV
highest occupied orbital energy: -7.355 eV
charge: -1

Positions of all 39 atoms, in Å:
C: 2.3752 -0.7976 0.3673
C: 2.5582 0.0068 -1.0126
C: 3.3680 1.3838 -0.8871
Cl: 4.0981 1.7031 -2.5740
N: 2.5655 2.5505 -0.4322
C: 1.7079 3.2368 -1.4069
O: 2.0010 4.1150 -2.2434
C: 0.2722 2.6176 -1.0842
C: -1.0066 2.4708 -1.9285
C: -2.2170 1.7435 -1.2346
C: -2.1013 1.2201 0.2322
C: -3.2999 0.4230 0.9773
Cl: -3.5561 1.0514 2.6757
C: -2.7898 -1.1251 1.0276
C: -2.6850 -1.7716 -0.4547
Cl: -3.7826 -2.1774 2.1486
C: -0.7931 1.3964 1.0930
C: 0.3792 2.1064 0.3916
C: 1.8638 2.4534 0.8561
O: 2.3674 2.6557 1.9793
H: 2.6806 -0.1512 1.2770
H: 1.2705 -1.0741 0.5447
H: 3.0170 -1.7569 0.4158
H: 1.5118 0.1213 -1.4752
H: 3.1350 -0.6861 -1.7362
H: 4.2697 1.1825 -0.2122
H: -1.0359 2.8733 -2.9903
H: -3.1908 1.5753 -1.7997
H: -4.2249 0.4464 0.3115
H: -1.7067 -1.1459 1.4309
H: -3.7113 -1.8083 -0.9646
H: -2.2028 -2.8172 -0.4174
H: -2.0120 -1.1405 -1.1510
H: -0.6824 1.0261 2.1608
F: 0.0343 -2.7968 0.4700
Al: 0.3121 -4.3833 1.2239
F: -1.2293 -5.2503 1.3539
F: 1.0022 -4.1537 2.8412
F: 1.4379 -5.3230 0.2266

Charges obtained by natural (NBO) population analysis, quoted in units of e:
1. C -0.655
2. C -0.467
3. C 0.031
4. Cl -0.082
5. N -0.596
6. C 0.704
7. O -0.500
8. C -0.154
9. C -0.187
10. C -0.211
11. C 0.000
12. C -0.239
13. Cl -0.040
14. C -0.200
15. C -0.647
16. Cl -0.054
17. C -0.215
18. C -0.026
19. C 0.687
20. O -0.499
21. H 0.198
22. H 0.270
23. H 0.236
24. H 0.227
25. H 0.237
26. H 0.234
27. H 0.248
28. H 0.234
29. H 0.233
30. H 0.250
31. H 0.197
32. H 0.282
33. H 0.224
34. H 0.268
35. F -0.804
36. Al 2.192
37. F -0.792
38. F -0.792
39. F -0.792

What did we get for E_tot? Answer: -6206.89590, -2064.88001, -2769.81218 a.u., in the order shown.